<A>
ORCA calculation (ωB97M-V with the def2-TZVPD basis set) on a 2-piece molecular cluster, C3H10O3 overall.

Each line ends with the Mulliken charge.
Cartesian coordinates (Å):
O: 0.819 -0.830 -0.181  -0.326
O: -4.106 -1.186 1.788  -0.648
O: 1.016 1.315 -1.117  -0.344
C: 1.959 -0.738 0.660  -0.655
C: 0.960 -0.065 -1.345  -0.225
C: -0.209 1.822 -0.607  -0.638
H: 2.112 0.285 1.044  0.278
H: -0.103 2.916 -0.517  0.239
H: -4.432 -2.101 1.949  0.328
H: 2.874 -1.055 0.131  0.285
H: -1.048 1.604 -1.289  0.286
H: 0.105 -0.334 -1.994  0.313
H: 1.890 -0.323 -1.888  0.288
H: -0.447 1.409 0.388  0.260
H: -3.185 -1.304 1.462  0.319
H: 1.795 -1.414 1.516  0.238

Output
- gap between HOMO and LUMO (eV) = 11.163
- structure (SMILES) = COCOC.O

---

<B>
ORCA calculation (ωB97M-V with the def2-TZVPD basis set) on a 3-piece molecular cluster, C3H10O3 overall.

Each line ends with the Mulliken charge.
Cartesian coordinates (Å):
O: 3.582 -0.365 1.373  -0.643
O: -1.130 2.538 1.746  -0.625
O: 0.105 -0.676 0.545  -0.511
C: 0.312 -1.044 -1.734  -0.958
C: -0.453 -0.714 -0.705  0.845
C: -1.892 -0.354 -0.828  -1.109
H: -0.556 2.014 1.177  0.312
H: -2.467 -1.230 -0.485  0.303
H: -2.183 -0.036 -1.817  0.302
H: 1.328 -1.391 -1.635  0.256
H: -2.266 0.361 -0.086  0.302
H: 2.888 -0.937 1.028  0.316
H: -0.494 -0.328 1.210  0.306
H: -0.040 -1.094 -2.749  0.267
H: 3.705 0.299 0.681  0.319
H: -0.438 2.957 2.280  0.319

Output
- gap between HOMO and LUMO (eV) = 9.603
- structure (SMILES) = C=C(C)O.O.O

---

Q: Which of them is the most stable? A: <B>.

---

<A>
ORCA calculation (ωB97M-V with the def2-TZVPD basis set) on one molecule with the formula C5H8O2S.

Each line ends with the Mulliken charge.
Cartesian coordinates (Å):
S: -2.062 -0.968 -0.401  -0.199
O: 1.072 1.415 0.159  -0.422
O: 2.783 -1.318 -0.494  -0.569
C: 1.548 -1.086 -0.209  0.141
C: 0.813 0.198 -0.450  0.320
C: 0.328 -1.908 0.369  -0.665
C: -0.154 2.319 -0.106  -0.435
C: -0.484 -0.656 0.342  -0.172
H: -2.723 0.157 -0.224  0.118
H: -0.928 1.749 0.588  0.177
H: 0.117 3.373 0.243  0.248
H: 0.153 -3.074 -0.141  0.330
H: 0.217 0.204 -1.465  0.267
H: -0.404 2.089 -1.245  0.253
H: 0.265 -2.226 1.600  0.206
H: -0.540 -0.268 1.435  0.402

Output
- gap between HOMO and LUMO (eV) = 9.038
- structure (SMILES) = CO[C@H]1C(=O)C[C@@H]1S

---

<B>
ORCA calculation (ωB97M-V with the def2-TZVPD basis set) on one molecule with the formula C5H8O2S.

Each line ends with the Mulliken charge.
Cartesian coordinates (Å):
S: -2.086 -0.699 -0.239  -0.203
O: -0.640 1.621 -0.417  -0.436
O: 1.693 -1.059 0.075  -0.616
C: -0.144 0.129 1.320  -0.756
C: -1.281 0.760 0.483  -0.074
C: 0.494 -0.330 -0.060  0.525
C: -0.430 -1.401 -0.613  -0.863
C: 0.536 1.043 -0.886  -0.675
H: 1.446 1.653 -0.702  0.375
H: 0.392 0.873 1.777  0.426
H: 0.573 1.029 -1.891  0.356
H: 2.228 -0.051 0.176  0.431
H: 0.005 -2.402 -0.191  0.369
H: -0.277 -0.892 1.875  0.238
H: -2.129 1.189 0.953  0.495
H: -0.379 -1.464 -1.661  0.409

Output
- gap between HOMO and LUMO (eV) = 9.393
- structure (SMILES) = O[C@]12CO[C@H](C1)SC2

---

<C>
ORCA calculation (ωB97M-V with the def2-TZVPD basis set) on one molecule with the formula C5H8O2S.

Each line ends with the Mulliken charge.
Cartesian coordinates (Å):
S: 2.332 -1.125 -0.254  -0.275
O: -0.282 1.766 -0.738  -0.601
O: 2.059 1.407 0.314  -0.483
C: 1.491 0.268 -0.093  0.021
C: -0.767 -0.006 1.007  -0.937
C: 0.003 0.471 -0.271  1.254
C: -0.744 -0.623 -1.069  -1.074
C: -1.147 -1.298 0.268  -0.361
H: -1.570 -0.133 -1.550  0.322
H: 0.260 2.390 -0.214  0.333
H: -0.214 -0.088 1.931  0.294
H: -1.635 0.656 1.161  0.285
H: -0.151 -1.210 -1.791  0.317
H: -2.190 -1.634 0.350  0.316
H: 3.009 1.262 0.451  0.364
H: -0.454 -2.103 0.498  0.225

Output
- gap between HOMO and LUMO (eV) = 9.372
- structure (SMILES) = OC(=S)C1(O)CCC1

---

Q: Which of them is the most stable? A: <C>.

---

<A>
ORCA calculation (ωB97M-V with the def2-TZVPD basis set) on a 2-piece molecular cluster, C2H9NO overall.

Each line ends with the Mulliken charge.
Cartesian coordinates (Å):
O: -0.401 0.665 0.172  -0.357
N: 1.513 -2.150 0.645  -0.674
C: -1.807 0.744 -0.083  -0.582
C: 0.610 1.059 -0.749  -0.788
H: 1.757 -2.250 1.648  0.228
H: 0.396 0.735 -1.762  0.362
H: 0.769 2.194 -0.705  0.255
H: -2.164 -0.302 0.026  0.217
H: -1.974 1.156 -1.091  0.314
H: -2.282 1.210 0.839  0.219
H: 1.491 0.486 -0.703  0.349
H: 1.038 -2.921 0.180  0.223
H: 0.766 -1.396 0.668  0.235

Output
- gap between HOMO and LUMO (eV) = 10.668
- structure (SMILES) = COC.N

---

<B>
ORCA calculation (ωB97M-V with the def2-TZVPD basis set) on a 2-piece molecular cluster, C2H9NO overall.

Each line ends with the Mulliken charge.
Cartesian coordinates (Å):
O: -2.196 -0.475 2.689  -0.508
N: -2.634 0.163 0.510  -0.566
C: 4.825 0.171 -2.621  -0.933
C: -3.211 -0.006 1.836  -0.255
H: 4.847 1.269 -2.653  0.232
H: 3.783 0.084 -2.265  0.232
H: -2.545 -0.524 3.588  0.299
H: -2.339 -0.788 0.301  0.230
H: -4.156 -0.587 1.776  0.255
H: -3.651 0.903 2.263  0.306
H: -3.360 0.434 -0.138  0.239
H: 5.146 -0.449 -3.446  0.232
H: 5.492 -0.196 -1.841  0.237

Output
- gap between HOMO and LUMO (eV) = 10.277
- structure (SMILES) = NCO.C

---

<C>
ORCA calculation (ωB97M-V with the def2-TZVPD basis set) on a 4-piece molecular cluster, C2H9NO overall.

Each line ends with the Mulliken charge.
Cartesian coordinates (Å):
O: 2.444 -1.475 -0.950  -0.379
N: -0.768 2.592 -1.429  -0.693
C: 1.474 -0.796 -0.152  -0.114
C: 1.178 -1.932 -0.930  -0.166
H: 0.952 -2.887 -0.379  0.173
H: -3.216 0.035 4.044  0.011
H: 1.579 -0.855 0.862  0.273
H: -1.857 2.515 -1.241  0.253
H: 0.415 -1.993 -1.783  0.220
H: 0.936 0.050 -0.425  -0.035
H: -0.236 3.074 -0.681  0.239
H: -2.417 -0.041 4.287  -0.011
H: -0.484 1.713 -1.223  0.227

Output
- gap between HOMO and LUMO (eV) = 11.221

---

Q: Which of them is the most stable? A: <B>.

---

<A>
ORCA calculation (ωB97M-V with the def2-TZVPD basis set) on a 2-piece molecular cluster, C2H9NO overall.

Each line ends with the Mulliken charge.
Cartesian coordinates (Å):
O: 0.148 -1.186 -0.289  -0.347
N: -1.334 1.979 1.397  -0.786
C: -0.314 -0.083 -1.113  -0.471
C: 1.533 -1.120 -0.034  -0.676
H: -2.019 2.203 0.682  0.251
H: -0.486 0.770 -0.445  0.083
H: -1.227 -0.441 -1.581  0.211
H: 0.525 0.073 -1.786  0.339
H: 1.709 -1.681 0.876  0.257
H: 1.949 -0.105 0.038  0.314
H: -1.198 0.983 1.380  0.297
H: 2.069 -1.513 -0.915  0.273
H: -0.489 2.475 1.136  0.256

Output
- gap between HOMO and LUMO (eV) = 10.564
- structure (SMILES) = COC.N

---

<B>
ORCA calculation (ωB97M-V with the def2-TZVPD basis set) on a 2-piece molecular cluster, C2H9NO overall.

Each line ends with the Mulliken charge.
Cartesian coordinates (Å):
O: 1.876 -2.431 -0.369  -0.656
N: 0.599 0.240 0.972  -0.492
C: 0.056 0.467 -0.295  -0.351
C: -1.374 1.204 -0.176  -1.057
H: -0.058 -0.518 -0.782  0.159
H: -2.021 0.402 0.164  0.288
H: 0.513 1.150 -0.791  0.394
H: 0.096 -0.478 1.524  0.224
H: -1.827 1.573 -1.205  0.265
H: -1.444 2.152 0.248  0.375
H: 1.363 -2.911 -0.988  0.306
H: 1.257 -1.890 0.226  0.351
H: 0.964 1.040 1.471  0.195

Output
- gap between HOMO and LUMO (eV) = 9.854
- structure (SMILES) = CCN.O

---

<C>
ORCA calculation (ωB97M-V with the def2-TZVPD basis set) on a 2-piece molecular cluster, C2H9NO overall.

Each line ends with the Mulliken charge.
Cartesian coordinates (Å):
O: 1.480 -0.999 -0.057  -0.560
N: -1.281 -0.932 0.042  -0.615
C: 2.093 0.297 0.017  -0.548
C: -1.505 0.552 -0.032  -0.802
H: -2.537 0.899 0.014  0.326
H: -1.085 0.928 -1.016  0.267
H: 1.937 0.744 1.065  0.206
H: -1.018 0.947 0.838  0.322
H: 0.520 -0.902 -0.154  0.482
H: -1.737 -1.266 0.881  0.219
H: -1.813 -1.350 -0.771  0.226
H: 1.780 0.983 -0.780  0.226
H: 3.165 0.099 -0.048  0.251

Output
- gap between HOMO and LUMO (eV) = 10.384
- structure (SMILES) = CN.CO

---

Q: Which of them is the most stable? A: <C>.